97
Properties=species:S:1:pos:R:3:forces:R:3 method="wB97M-V/def2-TZVPD" homo_energy_ev="-12.152 / -12.152" total_charge=+2 fmax_ev_per_a=1.47 relative_energy_ev=0.000 gap_ha="0.274 / 0.274"
Ce -0.425209 -1.843514 1.389473 1.5 0.0 0.1
C 2.139101 -0.607307 3.743824 0.1 0.0 0.0
C 0.848166 -0.721454 4.530525 0.0 0.0 0.0
N 0.028090 -1.843349 4.045650 -0.1 -0.1 0.0
C 0.469454 -3.152433 4.540806 0.0 0.0 0.1
C 1.507656 -3.788965 3.653857 0.0 0.0 0.1
C 2.345356 -4.781000 4.145036 0.0 0.1 0.0
C 3.273021 -5.350313 3.292375 0.0 0.0 0.0
C 3.340171 -4.904929 1.982414 0.0 0.0 0.0
C 2.461103 -3.918253 1.565930 0.0 0.0 0.0
C 2.461829 -3.463543 0.128895 0.1 0.0 -0.1
N 1.842628 -2.145896 -0.064570 -0.2 -0.2 -0.1
C 2.791014 -1.025393 0.067827 0.0 0.0 -0.1
C 3.108803 -0.738277 1.520713 0.1 0.0 0.1
N 1.891822 -0.539541 2.302061 -0.2 0.1 -0.1
N 1.564264 -3.368288 2.389165 -0.2 -0.2 -0.1
H 2.762055 -1.485999 3.926848 0.0 0.0 0.0
H 2.711846 0.255240 4.106223 0.0 0.0 0.0
H 0.265245 0.193738 4.432715 0.0 0.0 0.0
H 1.083694 -0.843246 5.594417 0.0 0.0 0.0
H -0.929673 -1.711298 4.355121 0.0 0.0 0.0
H -0.402979 -3.806971 4.579076 0.0 0.0 0.0
H 0.863938 -3.076680 5.560645 0.0 0.0 0.0
H 2.268102 -5.087528 5.179353 0.0 0.0 0.0
H 3.941733 -6.124049 3.644839 0.0 0.0 0.0
H 4.060687 -5.314507 1.287371 0.0 0.0 0.0
H 1.899842 -4.193429 -0.454396 0.0 0.0 0.0
H 3.492341 -3.468711 -0.246342 0.0 0.0 0.0
H 1.458427 -2.118804 -1.004121 0.0 0.0 0.0
H 2.331869 -0.154573 -0.395500 0.0 0.0 0.0
H 3.720729 -1.243968 -0.470660 0.0 0.0 0.0
H 3.792327 0.118133 1.582254 0.0 0.0 0.0
H 3.644515 -1.585028 1.956131 0.0 0.0 0.0
H 1.441183 0.342701 2.073015 0.1 0.0 0.0
C -4.077453 3.315986 -3.544580 -0.1 0.0 0.0
C -2.941829 2.508861 -4.145098 0.2 -0.1 0.0
N -2.079092 1.893362 -3.120663 0.0 0.1 0.1
C -2.287272 0.608518 -2.786863 0.1 -0.1 0.1
C -1.630113 -0.046713 -1.782869 -0.2 0.1 -0.3
C -1.916729 -1.507159 -1.578102 0.1 -0.4 0.2
O -2.173551 -2.210390 -2.530568 -0.2 0.1 -0.1
O -1.832542 -1.908229 -0.341927 0.1 0.3 0.1
C -0.622251 0.620082 -1.052265 0.1 -0.1 0.2
O 0.065182 0.072063 -0.154653 0.1 0.1 -0.1
C -0.370316 2.008411 -1.426465 -0.1 0.1 0.0
C 0.614395 2.743378 -0.756033 0.0 0.0 0.0
C 0.843491 4.041791 -1.097567 0.0 0.1 -0.1
F 1.828322 4.726881 -0.477502 0.0 -0.1 0.0
C 0.096464 4.696625 -2.092810 0.0 -0.1 0.1
C -0.876544 3.975578 -2.751957 0.0 0.0 0.1
C -1.114518 2.626142 -2.442413 -0.1 0.0 -0.1
N 0.301671 6.058236 -2.449045 0.0 0.0 -0.1
C 0.700329 7.002645 -1.420416 0.0 0.0 0.1
C 0.345919 8.405939 -1.870193 0.0 0.1 -0.1
N 1.066432 8.688634 -3.166753 0.0 0.0 0.0
C 0.706421 7.672372 -4.221760 0.0 0.1 0.1
C 1.018880 6.287022 -3.692543 0.1 -0.1 0.0
H -4.709031 3.708938 -4.340802 0.0 0.0 0.0
H -3.718417 4.156623 -2.951161 0.0 0.0 0.0
H -4.697670 2.691717 -2.902058 0.0 0.0 0.0
H -2.310280 3.100911 -4.807929 0.0 0.0 0.0
H -3.325178 1.688030 -4.748111 0.0 0.0 0.0
H -3.019856 0.067824 -3.372805 0.0 0.0 0.0
H 1.194921 2.274848 0.026575 0.0 0.0 0.0
H -1.476085 4.488173 -3.489188 0.0 0.0 0.0
H 1.773202 6.952343 -1.187940 0.0 0.0 0.0
H 0.162608 6.798353 -0.495418 0.0 0.0 0.0
H 0.655502 9.162670 -1.152095 0.0 0.0 0.0
H -0.716219 8.507176 -2.085462 0.0 0.0 0.0
H 2.075964 8.655019 -2.999063 0.0 0.0 0.0
H 0.859990 9.633499 -3.494787 0.0 0.0 0.0
H 1.267570 7.914662 -5.121941 0.0 0.0 0.0
H -0.360098 7.796377 -4.402060 0.0 0.0 0.0
H 2.107796 6.174071 -3.559909 0.0 0.0 0.0
H 0.711961 5.560948 -4.443647 0.0 0.0 0.0
O -1.652616 -3.441593 2.438182 -0.3 0.0 0.2
N -1.967194 -4.601163 1.944344 0.1 0.1 0.0
N -1.254299 -4.879597 0.944445 0.0 -0.1 -0.1
O -0.337638 -4.059152 0.525314 0.0 0.1 -0.1
C -1.448878 -6.128649 0.239050 0.0 0.2 0.2
C -0.818145 -6.283123 -0.980826 -0.1 -0.1 0.0
C -1.002618 -7.475037 -1.667691 0.0 0.0 0.0
C -1.803231 -8.472801 -1.134435 0.0 0.0 0.0
C -2.428168 -8.287278 0.091382 0.0 0.1 0.1
C -2.257524 -7.106531 0.796449 0.0 -0.2 -0.1
H -0.221103 -5.483419 -1.389512 0.0 0.0 0.0
H -0.525027 -7.615822 -2.627533 0.0 0.0 0.0
H -1.946224 -9.398129 -1.675821 0.0 0.0 0.0
H -3.054153 -9.065846 0.505227 0.0 0.0 0.0
H -2.738726 -6.952887 1.749881 0.0 0.0 0.0
C -2.828492 1.855935 3.010313 0.2 -0.1 0.1
O -1.425680 1.625137 2.705062 0.0 -0.1 -0.1
C -1.070650 0.394961 2.373097 -0.3 -0.3 -0.1
O -1.954526 -0.501894 2.388955 -0.7 0.5 0.2
H -2.893593 2.911351 3.251024 0.0 0.0 0.0
H -3.127974 1.243782 3.857438 -0.1 0.0 0.0
H -3.438644 1.606948 2.145545 0.0 0.0 0.0